(1)
Density functional theory data (the ωB97M-V functional and the def2-TZVPD basis) for one molecule with the formula C5H6O in a non-equilibrium geometry.

Each line ends with the Löwdin charge.
Element x y z (Å)
C1 2.7966 0.0328 -0.1192  0.099
C2 1.6588 0.3489 -0.3737  -0.170
C3 0.2584 0.1961 -0.7005  -0.209
C4 -0.5955 -0.1121 0.5562  -0.145
C5 -2.0751 -0.2265 0.2818  -0.267
O1 -2.5842 0.0174 -0.7854  0.050
H1 3.7248 0.2438 0.3368  0.016
H2 0.5137 -0.5858 -1.4319  0.132
H3 -0.2374 0.9491 -1.3159  0.118
H4 -0.2588 -1.0125 1.0844  0.122
H5 -0.4978 0.6871 1.3199  0.132
H6 -2.7035 -0.5382 1.1474  0.122

Forces on atoms 1 to 2 (eV/Å):
-0.341 1.195 0.355
0.460 0.057 0.430

## Properties
Charge ... 0
Structure (SMILES) ... C#CCCC=O
HOMO energy ... -0.3634 hartree

---

(2)
Density functional theory data (the ωB97M-V functional and the def2-TZVPD basis) for C46H54BGe2N6Ru as an isolated structure.

Each line ends with the Löwdin charge.
Element x y z (Å)
Ru1 -0.5632 -0.0160 0.6480  0.986
C1 -5.1807 -2.2936 1.8098  0.010
C2 -3.8271 -2.3105 1.1861  -0.226
C3 -3.2101 -3.3402 0.5070  0.052
C4 -1.9606 -2.8735 0.1109  -0.224
N1 -1.8161 -1.6074 0.5717  -0.050
N2 -2.9786 -1.2726 1.2104  0.053
B1 -3.1415 0.0209 2.0332  -0.534
N3 -2.1344 0.0205 3.1709  0.010
N4 -0.7795 -0.0106 2.9581  0.045
C5 -0.2190 -0.0237 4.1923  -0.191
C6 -1.2332 0.0096 5.1581  0.036
C7 -2.4251 0.0360 4.4810  -0.242
C8 -3.8040 0.0736 5.0490  0.007
C9 1.2156 -0.0795 4.5692  -0.144
C10 1.5248 -0.1075 5.9363  -0.019
C11 2.8269 -0.1714 6.3920  -0.051
C12 3.8734 -0.2129 5.4861  -0.058
C13 3.5888 -0.1878 4.1341  -0.087
C14 2.2774 -0.1183 3.6735  -0.038
N5 -2.9568 1.2927 1.1793  0.050
N6 -1.7915 1.5975 0.5259  -0.042
C15 -1.9090 2.8687 0.0670  -0.202
C16 -3.1438 3.3640 0.4757  0.056
C17 -3.7808 2.3500 1.1578  -0.229
C18 -5.1306 2.3679 1.7899  0.010
C19 -0.9542 3.6341 -0.7569  -0.186
C20 0.2588 3.1016 -1.1647  -0.096
C21 1.0957 3.7898 -2.0315  -0.072
C22 0.7312 5.0443 -2.4903  -0.053
C23 -0.4782 5.5945 -2.0867  -0.041
C24 -1.3182 4.8950 -1.2387  -0.005
C25 -1.0210 -3.6425 -0.7234  -0.180
C26 -1.4641 -4.7990 -1.3720  -0.009
C27 -0.6160 -5.5075 -2.2044  -0.044
C28 0.6860 -5.0710 -2.4171  -0.059
C29 1.1302 -3.9199 -1.7889  -0.072
C30 0.2768 -3.2174 -0.9489  -0.077
H1 -5.7037 -3.2119 1.5526  0.095
H2 -5.7727 -1.4490 1.4575  0.092
H3 -5.1152 -2.2314 2.8962  0.087
H4 -3.6242 -4.3176 0.3325  0.125
H5 -4.2361 0.0372 2.4835  0.112
H6 -1.1399 0.0100 6.2279  0.114
H7 -3.7390 0.0822 6.1348  0.094
H8 -4.3883 -0.7977 4.7516  0.082
H9 -4.3462 0.9661 4.7353  0.081
H10 0.7434 -0.0801 6.6780  0.102
H11 3.0202 -0.1903 7.4567  0.118
H12 4.8984 -0.2659 5.8277  0.116
H13 4.4189 -0.2236 3.4436  0.080
H14 2.0781 -0.0955 2.6094  0.055
H15 -3.5393 4.3487 0.3014  0.122
H16 -5.6327 3.2978 1.5323  0.095
H17 -5.0604 2.3081 2.8760  0.085
H18 -5.7454 1.5369 1.4442  0.093
H19 0.5144 2.1140 -0.8117  0.012
H20 2.0366 3.3592 -2.3547  0.105
H21 1.3825 5.5910 -3.1591  0.115
H22 -0.7755 6.5711 -2.4456  0.118
H23 -2.2696 5.3332 -0.9738  0.112
H24 -2.4818 -5.1430 -1.2503  0.116
H25 -0.9748 -6.4028 -2.6951  0.119
H26 1.3484 -5.6276 -3.0668  0.117
H27 2.1484 -3.5865 -1.9540  0.105
H28 0.6060 -2.3269 -0.4399  0.018
C31 -1.1856 1.7396 -4.1980  -0.139
C32 -1.8239 1.4591 -2.8354  -0.321
Ge1 -0.9694 -0.0737 -1.8840  0.924
C33 -2.1113 -1.5028 -2.7067  -0.312
C34 -1.4966 -2.2032 -3.9167  -0.140
C35 0.7362 -0.2615 -2.8551  -0.144
C36 1.9634 -0.0751 -2.2588  -0.263
Ge2 1.8742 -0.0268 -0.2597  0.945
C37 2.6731 -1.6857 0.4805  -0.335
C38 4.1312 -1.6180 0.9344  -0.122
C39 2.6118 1.6943 0.4093  -0.331
C40 4.0190 1.6970 1.0058  -0.124
C41 3.1567 0.1044 -3.0207  -0.188
C42 3.1394 0.2356 -4.4426  0.022
C43 4.3020 0.4156 -5.1448  -0.024
C44 5.5256 0.4699 -4.4678  0.013
C45 5.5780 0.3564 -3.0733  -0.017
C46 4.4152 0.1897 -2.3677  -0.001
H29 -1.7306 2.5273 -4.7209  0.084
H30 -1.1903 0.8635 -4.8505  0.061
H31 -0.1517 2.0806 -4.0881  0.058
H32 -2.8620 1.1486 -2.9596  0.067
H33 -1.8367 2.3701 -2.2539  0.023
H34 -3.0168 -0.9668 -2.9946  0.064
H35 -2.4146 -2.2484 -1.9832  0.028
H36 -1.1861 -1.5071 -4.6987  0.057
H37 -2.2252 -2.8771 -4.3715  0.087
H38 -0.6317 -2.8070 -3.6306  0.054
H39 0.6968 -0.5138 -3.9139  0.067
H40 2.5803 -2.4013 -0.3319  0.027
H41 2.0555 -2.0546 1.3014  0.072
H42 4.8104 -1.2521 0.1642  0.060
H43 4.4600 -2.6264 1.1907  0.096
H44 4.2548 -1.0048 1.8185  0.024
H45 1.9195 2.1249 1.1357  0.073
H46 2.5838 2.3365 -0.4668  0.034
H47 4.0437 1.2279 1.9817  0.038
H48 4.3313 2.7343 1.1403  0.094
H49 4.7687 1.2196 0.3757  0.057
H50 2.2004 0.2032 -4.9787  0.119
H51 4.2771 0.5132 -6.2220  0.127
H52 6.4425 0.6033 -5.0287  0.130
H53 6.5306 0.4020 -2.5621  0.127
H54 4.4526 0.1064 -1.2910  0.064

Forces on atoms 1 to 2 (eV/Å):
0.366 -0.038 0.589
-0.005 -0.003 -0.022

## Properties
Charge ... +2
HOMO energy (alpha / beta) ... -0.4716 / -0.4716 hartree
Multiplicity ... 2

---

(3)
Density functional theory data (the ωB97M-V functional and the def2-TZVPD basis) for one molecule with the formula C8H10N2O3 in a non-equilibrium geometry.

Each line ends with the Löwdin charge.
Element x y z (Å)
C1 0.0566 1.4594 1.3669  -0.120
C2 0.0324 -0.1402 1.5305  -0.088
C3 -0.9772 1.9859 0.4056  -0.060
C4 -0.4994 1.6846 -0.8359  -0.103
C5 1.0745 0.7643 0.6260  -0.364
C6 2.8279 0.0293 -0.4449  -0.364
C7 -1.8232 -2.2020 -0.6394  -0.140
C8 1.4783 -0.0544 -1.4338  0.019
N1 0.6930 0.8658 -0.7263  -0.021
N2 -1.0871 -0.9146 1.1615  0.011
O1 3.9543 -0.3335 -0.6658  0.135
O2 2.4086 0.5063 0.7096  0.172
O3 -0.9669 -1.2129 -0.2849  -0.250
H1 0.3092 1.9951 2.3172  0.159
H2 0.3655 -0.4256 2.5390  0.137
H3 -1.6953 2.7720 0.6201  0.100
H4 -0.9935 1.8429 -1.8602  0.122
H5 -1.1290 -2.9500 -1.0385  0.089
H6 -2.6302 -1.8056 -1.1728  0.058
H7 -2.2338 -2.7246 0.3946  0.140
H8 1.0884 -1.0397 -1.4027  0.109
H9 1.7616 0.2883 -2.3794  0.113
H10 -2.0147 -0.3909 1.2134  0.147

Forces on atoms 1 to 2 (eV/Å):
-0.769 1.605 2.573
0.829 1.862 0.693

## Properties
Charge ... 0
HOMO energy (alpha / beta) ... -0.1776 / -0.3325 hartree
Multiplicity ... 3